[1]
# C36H32F6IN13O2Ru

A structure of composition C36H32F6IN13O2Ru at a distorted geometry (ωB97M-V with the def2-TZVPD basis set, OMol25).

Element x y z (Å)
1 C 4.3678 6.1785 0.1989
2 C 5.1134 1.9511 0.4958
3 C -3.2385 0.3261 -1.1378
4 C -6.1259 -2.5914 -1.5950
5 N -8.1163 -2.3136 -0.5924
6 C -2.8313 4.5408 4.7669
7 C 5.7008 4.2564 -0.3622
8 H 1.1484 -3.1830 -3.2330
9 H -3.1017 0.3425 -3.2776
10 F -1.0597 -1.3102 -2.3146
11 H -8.0882 -5.1802 -0.5410
12 C -2.8506 0.9681 -2.4198
13 O 1.4754 5.1228 2.2438
14 C 3.5287 5.3609 0.9547
15 C 0.1505 -0.1616 3.3085
16 C -3.1651 -0.4972 0.8755
17 H 2.3867 -2.8778 -1.9932
18 C -5.0174 -3.2630 -2.1022
19 C 1.3971 -2.5996 -2.3486
20 C -0.0230 2.3147 -0.5734
21 H -5.2969 -1.0824 0.9185
22 H 0.6750 2.5194 0.2355
23 C 2.8996 0.7630 0.3200
24 C 2.3585 5.9249 1.6003
25 H -1.5688 2.0253 5.8080
26 C -1.0361 -2.5982 -1.8141
27 N -4.4729 -0.1277 -0.8357
28 O 0.5125 -2.0215 -0.1481
29 C -5.6470 -0.1236 -1.7029
30 N 2.0777 0.4405 -0.6668
31 I -1.6935 3.5845 -0.2519
32 H 1.3943 -1.5404 -2.5973
33 H -5.3142 -0.1088 -2.7416
34 C -7.2256 -3.2662 -1.0383
35 H 0.1218 3.5014 3.4822
36 C 2.7592 0.7992 -1.7861
37 H 6.0437 1.6787 0.0021
38 H 0.4105 2.5641 -1.5360
39 H 5.1293 1.6050 1.5288
40 C -4.4375 -0.6490 0.4393
41 H 6.0819 6.2407 -1.0740
42 H 4.1545 7.2366 0.1423
43 C -5.0518 -4.6380 -2.0258
44 H -6.2636 0.7554 -1.5102
45 H -1.7731 1.1179 -2.4160
46 H 6.5394 3.8264 -0.8945
47 C 3.7961 4.0006 1.0688
48 H -1.7717 1.9868 1.9749
49 H -1.5234 7.4349 3.5728
50 C 4.8886 3.4470 0.4180
51 H -4.1667 -2.7397 -2.5185
52 F 1.6673 -4.5329 -0.1877
53 N 3.9320 1.3140 -1.5270
54 C -0.6971 4.1528 3.7590
55 C -0.6101 5.5061 3.4399
56 H -2.9970 1.9214 4.7711
57 H -2.7246 -0.8150 1.8034
58 C -1.6231 6.3856 3.8117
59 N -0.3295 0.4017 2.1658
60 N -2.4310 0.1233 -0.1109
61 N -0.3521 0.3835 4.3845
62 C 5.4438 5.6180 -0.4628
63 H 3.1440 3.3788 1.6715
64 C -1.8089 3.6627 4.4237
65 H -3.5387 6.5594 4.7484
66 H -3.3453 1.9320 -2.5389
67 H 0.8593 -0.9713 3.3199
68 N -6.4506 -1.2696 -1.4473
69 N -1.1941 1.3228 3.9191
70 N 4.0165 1.2835 -0.1895
71 N -7.6511 -1.1589 -0.8217
72 Ru -0.1696 0.0044 -0.0486
73 F -1.9998 -2.6308 -0.8852
74 H -6.1223 -6.4027 -1.4401
75 F -1.4101 -3.3985 -2.8111
76 C -7.2478 -4.6600 -0.9775
77 C 0.3760 -2.8402 -1.2246
78 C -1.1775 1.3296 2.5884
79 C -1.9429 2.2025 4.7997
80 N 0.8208 7.2064 2.3487
81 C -6.1493 -5.3226 -1.4772
82 C 0.4860 -4.3225 -0.7791
83 C 0.5353 5.9909 2.6934
84 H -3.7090 4.1624 5.2766
85 H 2.7132 0.6069 1.3692
86 F -0.4760 -4.6731 0.0826
87 N 1.9849 7.1647 1.6503
88 C -2.7340 5.8924 4.4723
89 H 2.3825 0.6766 -2.7865
90 F 0.4068 -5.1592 -1.8296
91 H -4.2092 -5.2109 -2.3881

The total energy is -88298.4740 eV. Its spin multiplicity is 2. For the lowest unoccupied orbital energy (alpha / beta), the calculation gives -4.216 / -4.232 eV. For the energy above the lowest of the compared OMol25 structures with the same formula, charge and spin, the calculation gives 60.6 kcal/mol. Its net charge is +1. Its HOMO energy (alpha / beta) is -10.93 / -10.93 eV.

---

[2]
# C38H75N12O4

A cluster of 16 separate species, C38H75N12O4 in total at a distorted geometry (ωB97M-V with the def2-TZVPD basis set, OMol25).

Element x y z (Å)
1 C 1.2997 0.1398 -1.1178
2 O 3.0942 -1.8522 1.3461
3 H -5.5374 1.8872 5.6097
4 H -0.2475 2.8733 -5.1657
5 C -0.4413 0.5662 -2.7752
6 O 6.5977 -1.0920 -3.9732
7 H -4.2875 -3.4445 -3.2866
8 C 2.3390 -4.5459 -1.7318
9 N 0.1243 -3.7593 6.1189
10 H 1.4248 -1.7169 4.1319
11 C -4.6225 2.3074 6.0762
12 N 3.5180 2.7506 0.4962
13 H 2.6788 -2.6449 1.5793
14 N -3.6902 -2.1199 -0.4162
15 H -4.7259 2.3209 7.2228
16 H 1.7699 0.8730 -2.9453
17 H 1.4587 -0.7410 -3.0813
18 N -4.1781 -3.0577 3.0263
19 H 3.6812 -2.4974 -3.5619
20 C 4.7484 -0.3501 0.5611
21 H -0.7246 -4.1464 2.3735
22 H -4.2204 3.3675 5.5986
23 C 1.0686 0.1656 -2.5771
24 H -2.1550 1.3029 -6.4256
25 C 2.6007 1.6482 3.6844
26 C -7.0150 -0.0179 4.0296
27 H 4.1887 0.1402 -0.2467
28 N 3.2392 6.5328 1.6397
29 C -1.3087 0.2884 1.8016
30 C -5.0138 -2.1085 5.3126
31 C 2.5245 6.3036 0.7876
32 C 0.8717 -2.9554 5.6108
33 C 5.3135 -1.5842 -4.3370
34 H 2.0770 2.1884 -5.2282
35 C 0.3256 2.0893 -0.0094
36 H 0.8875 2.1874 0.8955
37 H 5.1019 5.2777 0.0584
38 H -1.7611 1.0392 -1.2471
39 H -0.7211 2.2764 0.0813
40 H 1.5693 -0.7919 -0.8975
41 H -6.0141 -2.2963 5.5022
42 H -2.5147 -0.4198 3.3826
43 C -3.3177 -3.2431 -2.7631
44 H 3.0930 -3.9432 -1.5949
45 H 1.7529 6.7659 -1.0956
46 N -3.6829 0.6319 -3.6520
47 H -5.0702 5.0272 0.5242
48 H -1.1769 -1.4589 3.5370
49 C 1.7845 -1.9331 5.0330
50 H 5.7848 -0.4547 0.2439
51 H -1.8856 0.7159 1.0735
52 H -5.9119 4.6234 -1.0366
53 H -2.6087 -0.6278 -6.3941
54 H 2.2179 0.7231 -0.8315
55 H -6.6854 1.0867 2.4253
56 C -1.8254 -0.7797 2.7045
57 H -4.4778 -2.6592 6.1852
58 H 4.9406 -0.8932 -5.0945
59 C 1.3112 1.9748 -6.0528
60 H 0.6496 6.0423 -0.0151
61 H -5.2601 0.0872 3.2101
62 H -5.0009 -1.0489 5.2515
63 H 3.9181 -0.8798 -2.7316
64 H 3.9154 3.0825 3.0030
65 H -4.3426 5.3829 -0.8614
66 C -4.3056 3.3243 -0.1955
67 C -4.9828 4.6761 -0.4694
68 H 4.6185 1.1546 3.1889
69 C 4.3334 -1.8172 -3.2161
70 C -0.9427 0.3474 -1.3274
71 H 4.7266 0.3050 1.3780
72 C -2.9822 0.4343 -6.2749
73 H 0.6765 2.6443 -0.8148
74 H -0.1192 3.1201 -7.1202
75 H 0.8296 -0.2432 1.2157
76 C -3.3601 1.3185 5.9779
77 H -2.7767 -4.0359 -2.6650
78 C -0.1207 -0.1374 0.9142
79 H 6.0508 4.3413 0.8381
80 H -0.2145 -3.7343 0.7480
81 N -0.0985 -3.3300 -1.9210
82 H 5.6709 -2.7850 -4.6392
83 H 2.9679 -2.3302 4.9616
84 H 0.0025 -6.7667 -0.0282
85 C 4.0404 2.1243 3.7482
86 N 1.4726 1.2493 3.7137
87 C -3.5405 -2.6206 -1.3868
88 H 4.6867 -2.5108 -2.2735
89 H 0.7997 3.9562 -5.9734
90 H -6.1056 -0.6735 2.0012
91 H 4.5464 -2.4974 0.2912
92 H 1.2380 -0.0901 -5.8308
93 N -2.4371 0.6327 5.8328
94 C 5.4856 4.3700 0.1047
95 H -0.8991 1.1785 2.4129
96 C 0.2267 3.0905 -6.1383
97 H 7.1296 -1.2658 -4.7898
98 H -2.9228 -2.6206 -3.5702
99 H -1.5217 -5.1136 -0.4061
100 H 2.7757 -4.9649 -2.6468
101 H -0.6162 1.5421 -3.0138
102 H 1.6443 -1.0448 5.4750
103 C 1.6288 6.0454 -0.3925
104 N -7.5432 -0.1883 4.9568
105 H -0.2714 -1.2693 0.6353
106 H -2.1290 -3.5085 1.1645
107 H 4.5295 2.5141 4.6982
108 O 0.7261 0.6873 -5.9082
109 C 4.4600 -1.7980 0.9647
110 H 1.8661 1.9221 -6.8423
111 O 0.0109 -5.9877 0.4973
112 H 4.9884 -1.8605 1.7659
113 C -3.4298 0.5561 -4.7321
114 C -1.2369 -5.2760 0.6277
115 C -4.6058 -2.7443 4.0724
116 H 2.2109 -5.3208 -0.8745
117 H -2.5416 -1.5389 2.1961
118 C 0.9178 -3.7673 -1.9404
119 C -1.1385 -3.9518 1.3332
120 C -6.1980 0.2154 2.7726
121 H -1.3559 -0.6799 -1.4147
122 C 4.3650 3.4792 0.3345
123 H -0.9480 -0.1848 -3.3985
124 H 1.7332 5.0189 -0.7777
125 N -3.8549 2.2284 -0.0064
126 N 0.0671 0.6314 -0.3857
127 H 6.2125 4.0511 -0.5443
128 H -1.9151 -5.8130 1.0922
129 H -3.9708 0.7064 -6.9663

The total energy is -66667.8824 eV. For the lowest unoccupied orbital energy, the calculation gives -1.967 eV. For the energy above the lowest of the compared OMol25 structures with the same formula, charge and spin, the calculation gives 26.0 kcal/mol. Its net charge is +1. Its HOMO energy is -11.73 eV.

---

[3]
# C8H18BNO4

A cluster of 2 separate species, C8H18BNO4 in total at a distorted geometry (ωB97M-V with the def2-TZVPD basis set, OMol25).

Element x y z (Å)
1 H 1.9971 -2.1742 -1.6966
2 H -2.6825 -0.2027 3.4008
3 O -2.7598 3.5578 1.3740
4 H 5.0128 -0.8861 -1.2492
5 H 3.5102 -1.5167 1.1090
6 H -2.5841 0.6821 -1.1983
7 H -1.8356 1.7852 -2.3799
8 C 4.2764 -1.7565 -1.6019
9 C -3.7764 2.4238 -1.6744
10 H -0.7337 0.9728 1.7701
11 C -2.4653 1.7316 -1.4876
12 N -0.0640 -1.1291 1.2219
13 H 5.1840 -1.8950 -3.4349
14 B 1.3297 -0.5455 1.0851
15 H 1.6556 0.5623 1.3018
16 C -2.8926 3.0149 0.2899
17 H -4.5583 1.7463 -2.0284
18 H -1.6657 -1.7989 3.4031
19 H 4.6897 -2.7498 -1.1414
20 O 4.2361 -1.8785 -3.0954
21 C -1.0633 -0.1495 1.7952
22 O -4.0781 2.9044 -0.3779
23 H 2.4650 -0.3157 -1.5067
24 C -1.5669 -0.6148 3.3190
25 C 2.7212 -1.4065 -1.1387
26 O -1.8746 2.4379 -0.4132
27 C 2.5104 -1.5843 0.5041
28 H -0.4127 -1.4031 0.2707
29 H -0.9103 -0.1564 4.1761
30 H -3.7060 3.2752 -2.3595
31 H 2.0847 -2.6891 0.6435
32 H -2.0429 -0.2417 1.1196

The total energy is -18941.7440 eV. For the lowest unoccupied orbital energy, the calculation gives 0.491 eV. For the energy above the lowest of the compared OMol25 structures with the same formula, charge and spin, the calculation gives 135.3 kcal/mol. As for the SMILES: O=C1OCCO1.CCNBCCCO. Its net charge is 0. Its HOMO energy is -9.67 eV.

---

[4]
# C38H72F18Li2N7O12S6

A structure of composition C38H72F18Li2N7O12S6 at a distorted geometry (ωB97M-V with the def2-TZVPD basis set, OMol25).

Element x y z (Å)
1 C -3.8741 5.6185 4.7488
2 H 0.3278 5.4619 -0.2243
3 O 1.5650 -3.5888 -6.1834
4 O 0.3923 -0.0327 0.2200
5 S 2.3545 -4.9627 -3.5236
6 C -0.6281 6.1663 -6.1867
7 H -0.7285 -5.8713 2.5242
8 N 2.8260 -1.5704 6.4702
9 H -2.9838 3.9827 3.6171
10 F 0.4992 -2.6309 1.5919
11 O 3.9825 -4.1222 -6.0019
12 F 2.3496 -0.7559 -5.6358
13 O -4.0612 -3.8374 -4.5554
14 Li 1.0754 -2.6297 -3.0074
15 C 2.4468 -0.7228 7.6714
16 H -0.6159 4.1527 4.5397
17 H 0.6016 7.9701 -3.7166
18 C 0.0369 7.8377 -4.6375
19 H -2.3855 -5.3011 -0.6056
20 F 3.5802 -4.9208 -1.0473
21 O 2.3405 -5.9812 -4.5255
22 H 0.7425 -5.3007 0.9911
23 F -6.1276 -1.9707 -3.3570
24 C 1.4108 5.7526 -4.8389
25 F -1.6843 0.7637 -4.9720
26 H 2.5258 -3.7554 6.2207
27 Li 3.2853 -1.9347 -2.6705
28 N -3.1760 -1.4272 -4.2381
29 H -3.8119 -6.1880 -0.4145
30 H 0.9053 3.6529 -4.8334
31 H 1.8159 0.1116 7.3795
32 H 1.4109 8.8212 -6.0912
33 C -0.8709 5.2112 4.5215
34 H -4.9463 5.4628 4.8326
35 H 1.2859 -0.7837 5.1783
36 H -1.8534 5.9980 -3.7146
37 C -1.6004 -7.5411 0.4106
38 H -1.1369 4.5946 -4.0544
39 H -0.4324 3.8269 2.0437
40 H -2.4605 -7.0608 3.0411
41 H -1.0120 8.0832 -4.4688
42 F 4.4149 -1.1766 -5.2640
43 C 2.7446 0.7496 3.3877
44 O 1.1351 -4.8786 -2.6904
45 H -2.3258 7.8029 3.1336
46 O 2.8655 0.9581 -0.4144
47 H 3.6798 3.9441 -6.0544
48 F 1.0574 0.9678 -3.7670
49 H -0.2369 5.7304 -2.8785
50 H 1.3119 4.2323 -6.4526
51 H 0.9346 6.7902 -7.5105
52 H -3.5320 -4.7916 0.7596
53 S 2.4299 0.3138 -1.6284
54 H -2.2283 -7.8998 -0.4013
55 O -2.6483 -3.2957 -2.6089
56 F -5.4692 -3.5365 -1.9632
57 H 2.9673 2.6831 -4.9969
58 F -4.8637 -1.4800 -1.6809
59 H -1.9015 6.5047 1.5928
60 C 4.2763 -2.0391 6.4380
61 C 3.7383 -5.4296 -2.2543
62 C 3.0187 3.7490 -5.2160
63 C -3.4987 7.0699 4.8038
64 H 0.0364 5.8086 4.4164
65 H -5.0821 -7.6930 1.6721
66 C 1.9735 -1.6409 8.8018
67 C -4.7383 -8.4908 3.5313
68 N -2.3302 -6.3988 1.1596
69 F 4.8550 -5.0940 -2.8412
70 H -3.5656 5.1360 2.5432
71 H -1.9459 3.9828 1.3580
72 H 2.9275 -3.6361 8.6414
73 H 0.1431 -7.0863 -0.9217
74 H -1.2131 4.4824 -0.6429
75 C -3.2444 -6.7313 2.3608
76 H -0.2516 6.3923 2.1991
77 H 2.4093 -1.4964 9.7892
78 C 3.2014 0.3524 4.8064
79 H 4.4550 -2.7036 7.2786
80 H 3.3729 -0.2786 8.0441
81 O -2.1810 -2.7610 -6.2879
82 C 0.4000 8.4225 -6.0653
83 H -1.5707 -4.4254 1.8940
84 S -3.5477 -2.8257 -3.6363
85 H 1.0831 -2.7300 6.5361
86 C -5.1230 -2.4139 -2.5886
87 H -0.4169 -4.8350 -0.3059
88 N 2.7669 -3.2954 -3.9777
89 C -1.1877 5.8450 2.0862
90 C -3.1633 5.0581 3.5558
91 H 4.3831 -2.5255 5.4731
92 C 0.0925 7.2448 -6.9897
93 F -0.0835 1.1996 -1.9591
94 C -2.1437 7.1751 4.0025
95 C 1.5638 4.3156 -5.3964
96 H 0.9287 -1.3809 8.9882
97 H 3.2110 0.2164 2.5633
98 S -1.8627 -1.9024 -5.1676
99 N -1.7901 5.7381 3.4692
100 F -2.2367 0.0511 -6.8832
101 H -4.2244 7.7924 4.4406
102 F -0.1555 -0.1135 -6.2558
103 H -1.1436 5.4172 5.5571
104 C -0.3600 4.6541 0.0185
105 H -3.3537 5.1108 5.5635
106 C -1.3987 -0.1977 -5.8595
107 H -4.0542 -9.1622 4.0466
108 H 2.5345 -1.5784 4.3546
109 H -0.3843 5.1473 -6.4753
110 H -3.7845 -8.7575 1.5442
111 H -1.3064 7.5181 4.6010
112 C -0.2277 -5.4944 0.5390
113 H 0.4728 -7.5050 0.7052
114 H -1.5495 -8.3447 1.1446
115 S 2.8547 -3.3784 -5.5494
116 C -4.1776 -7.9905 2.2115
117 H 1.6448 5.6948 -3.7746
118 F 3.6888 -6.7651 -2.1732
119 C -0.2329 -6.9425 0.0897
120 S 0.6606 -1.2692 -0.5060
121 C 2.1379 -2.9042 6.7703
122 H 1.6620 0.6987 3.2660
123 C -3.1063 -5.5884 0.1580
124 C 3.3531 -1.5561 -5.9593
125 C -1.2531 -5.4404 1.6715
126 O -0.5352 -1.9998 -0.8751
127 C 1.1039 1.3650 -2.5073
128 H 3.3900 4.1539 -4.2711
129 H 0.2395 3.7992 -0.3099
130 F 2.4977 -1.7357 1.3352
131 H -0.6092 7.4616 -7.7974
132 O -0.7059 -2.2147 -4.3129
133 H 3.0504 1.7925 3.2844
134 N -0.0019 6.3351 -4.8128
135 C -0.9891 4.5075 1.3914
136 C 2.3702 -0.8835 5.1839
137 H -3.9084 -5.9075 2.6003
138 H 2.9458 1.1348 5.5243
139 H -3.2532 7.3177 5.8362
140 F 1.9988 -3.4557 0.1394
141 F 1.5337 2.5998 -2.4534
142 C -0.8368 5.6049 -3.7745
143 H -1.7011 6.2199 -6.0081
144 H 4.2767 0.1981 4.8655
145 O 3.4574 0.1076 -2.6481
146 H 2.1938 6.3281 -5.3303
147 N 1.7463 -1.3374 -1.6656
148 C 2.0749 -3.0569 8.2905
149 H -5.2002 -7.7423 4.1739
150 H -5.6088 -9.0532 3.1864
151 F 3.5504 -1.4878 -7.2732
152 H 1.1373 -3.4255 8.7028
153 H 4.9012 -1.1607 6.5873
154 C 1.4938 -2.3843 0.7371
155 H -0.2748 9.2514 -6.2662

The total energy is -189882.4381 eV. For the lowest unoccupied orbital energy, the calculation gives -5.941 eV. For the energy above the lowest of the compared OMol25 structures with the same formula, charge and spin, the calculation gives 0.0 kcal/mol. Its net charge is +3. Its HOMO energy is -12.92 eV.